No. 1
Computed, not measured: an isolated molecule of C2H5N3O3 in a non-equilibrium geometry, with ωB97M-V/def2-TZVPD.

Last column: Mulliken charge in e.
Positions of all 13 atoms, in Å:
C -1.062 -0.213 -0.068  0.59
C 0.136 -1.048 -0.030  -0.84
N -2.204 -0.703 -0.107  -0.56
N -0.773 1.186 0.080  -0.15
N -3.337 0.052 -0.011  1.13
O -3.251 1.171 -0.497  -0.66
O -4.282 -0.452 0.536  -0.56
O 0.604 1.647 0.324  -0.45
H 0.155 -1.236 -1.171  0.22
H 1.089 -0.626 0.281  0.36
H -0.052 -2.079 0.437  0.29
H -1.416 1.735 -0.499  0.27
H 0.622 1.802 1.289  0.35

Total charge: 0
ΔE to the lowest compared entry with this formula, charge and spin in kJ/mol: 543.7
E_tot in hartree: -468.99362
Kohn-Sham gap in eV: 10.17
SMILES: C/C(=N/[N+](=O)[O-])NO


No. 2
Computed, not measured: an isolated molecule of C2H5N3OS in a non-equilibrium geometry, with ωB97M-V/def2-TZVPD.

Last column: Mulliken charge in e.
Positions of all 12 atoms, in Å:
C 1.127 -0.097 -0.002  0.23
C -1.928 0.541 -0.133  0.00
H 2.013 -2.057 0.414  0.32
H 2.822 -0.461 0.867  0.36
H -0.751 0.919 -1.739  0.33
H -2.734 1.272 -0.472  0.31
H -1.066 -0.336 1.251  0.34
N 2.170 -0.961 0.067  -0.51
N -0.970 0.101 -1.018  -0.14
N -2.046 0.131 1.125  -0.63
O -0.063 -0.644 -0.430  -0.34
S 1.426 1.591 0.070  -0.26

Total charge: 0
ΔE to the lowest compared entry with this formula, charge and spin in kJ/mol: 444.6
E_tot in hartree: -716.77138
Kohn-Sham gap in eV: 9.27
SMILES: [H]/N=C\NOC(N)=S


No. 3
Computed, not measured: an isolated molecule of C2H5N3OS in a non-equilibrium geometry, with ωB97M-V/def2-TZVPD.

Last column: Mulliken charge in e.
Positions of all 12 atoms, in Å:
C -0.800 0.861 -0.004  0.45
C 2.531 0.210 -0.027  -0.24
H -1.137 -1.613 -0.818  0.30
H -1.124 -1.672 0.828  0.30
H -2.782 0.320 -0.053  0.21
H 2.534 -0.939 0.054  0.23
H 3.500 0.728 0.032  0.31
N -1.710 -1.438 -0.007  -0.71
N -1.839 -0.035 -0.003  0.02
N 1.492 0.935 -0.008  -0.49
O 0.360 0.158 0.006  -0.02
S -1.025 2.484 0.000  -0.35

Total charge: 0
ΔE to the lowest compared entry with this formula, charge and spin in kJ/mol: 373.0
E_tot in hartree: -716.79863
Kohn-Sham gap in eV: 9.25
SMILES: C=NOC(=S)NN


No. 4
Computed, not measured: an isolated molecule of C2H5N3OS in a non-equilibrium geometry, with ωB97M-V/def2-TZVPD.

Last column: Mulliken charge in e.
Positions of all 12 atoms, in Å:
C -0.174 0.657 -0.025  0.64
C 0.333 -1.868 -0.123  0.30
N 0.387 1.900 0.224  -0.39
N 0.631 -0.571 0.099  -0.23
N -1.455 0.532 -0.083  -0.70
O -0.886 -2.202 -0.251  -0.44
S 1.593 -2.872 0.112  -0.41
H 1.378 2.134 0.119  0.19
H -0.215 2.581 0.520  0.17
H 1.679 -0.335 -0.013  0.25
H -1.878 1.414 -0.093  0.18
H -1.394 -1.370 -0.486  0.44

Total charge: 0
ΔE to the lowest compared entry with this formula, charge and spin in kJ/mol: 114.5
E_tot in hartree: -716.89710
Kohn-Sham gap in eV: 8.69
SMILES: [H]/N=C(\N)NC(O)=S


No. 5
Computed, not measured: an isolated molecule of C2H5N3OS in a non-equilibrium geometry, with ωB97M-V/def2-TZVPD.

Last column: Mulliken charge in e.
Positions of all 12 atoms, in Å:
C 1.035 -0.398 -0.725  0.53
C -0.211 -0.039 1.436  0.02
H -1.861 0.843 -1.017  0.17
H 0.400 -0.203 -2.571  0.26
H 1.717 -0.196 1.104  0.27
H 0.133 0.060 2.467  0.36
H -2.002 -0.349 1.851  0.22
N 0.199 0.130 -1.673  -0.24
N 0.872 0.017 0.594  -0.25
N -1.411 -0.187 1.042  -0.57
O 1.885 -1.203 -0.992  -0.59
S -0.756 1.525 -1.516  -0.18

Total charge: 0
ΔE to the lowest compared entry with this formula, charge and spin in kJ/mol: 98.8
E_tot in hartree: -716.90307
Kohn-Sham gap in eV: 10.28
SMILES: [H]/N=C/NC(=O)NS


No. 6
Computed, not measured: an isolated molecule of C2H5N3OS2 in a non-equilibrium geometry, with ωB97M-V/def2-TZVPD.

Last column: Mulliken charge in e.
Positions of all 13 atoms, in Å:
C -0.590 -0.621 -0.185  0.61
C 2.333 0.407 0.338  -0.62
H -2.606 0.591 -1.020  0.32
H -2.358 -1.633 -0.426  0.30
H 3.369 0.695 0.053  0.32
H 2.334 0.629 1.375  0.36
H -0.785 1.080 0.751  0.26
N -2.017 -0.801 0.177  -0.19
N 0.227 -1.551 -0.306  -0.56
N -0.284 0.685 0.006  -0.36
O -2.797 0.342 -0.130  -0.40
S 2.010 -1.344 -0.237  0.00
S 1.164 1.523 -0.395  -0.04

Total charge: 0
ΔE to the lowest compared entry with this formula, charge and spin in kJ/mol: 303.3
E_tot in hartree: -1114.97904
Kohn-Sham gap in eV: 9.11
SMILES: ONC1=NSCSN1


No. 7
Computed, not measured: an isolated molecule of C2H5N3OS2 in a non-equilibrium geometry, with ωB97M-V/def2-TZVPD.

Last column: Mulliken charge in e.
Positions of all 13 atoms, in Å:
C 2.000 -0.021 -1.183  0.56
C -0.409 -0.097 0.324  0.80
H 2.037 -0.704 0.703  0.28
H 3.539 -0.496 -0.003  0.27
H 2.107 0.997 -2.755  0.24
H -2.191 0.567 -0.458  0.24
H -2.470 1.357 2.369  0.14
N 2.594 -0.745 -0.127  -0.50
N 2.721 0.581 -2.021  -0.64
N -1.727 0.243 0.364  -0.38
O 0.196 -0.373 1.337  -0.62
S 0.237 -0.065 -1.344  -0.27
S -2.690 0.154 1.787  -0.12

Total charge: 0
ΔE to the lowest compared entry with this formula, charge and spin in kJ/mol: 0.0
E_tot in hartree: -1115.09455
Kohn-Sham gap in eV: 9.99
SMILES: [H]/N=C(/N)SC(=O)NS


No. 8
Computed, not measured: the ion C2H5N3P with charge +1 in a non-equilibrium geometry, with ωB97M-V/def2-TZVPD.

Last column: Mulliken charge in e.
Positions of all 11 atoms, in Å:
C 0.351 -1.646 -0.094  0.23
C 0.267 0.804 0.278  -0.67
N -0.861 -1.984 -0.020  -0.46
N -1.050 1.289 -0.049  -0.13
N 0.850 -0.447 -0.330  -0.20
P -2.379 0.296 -0.085  0.48
H 1.051 -2.465 -0.186  0.40
H 0.951 1.648 0.139  0.40
H 0.179 0.575 1.284  0.45
H -1.009 2.235 -0.155  0.29
H 1.650 -0.305 -0.781  0.21

Total charge: +1
ΔE to the lowest compared entry with this formula, charge and spin in kJ/mol: 360.7
E_tot in hartree: -584.41704
Kohn-Sham gap (spin up / spin down) in eV: 7.31 / 7.89


No. 9
Computed, not measured: an isolated molecule of C2H5N3S in a non-equilibrium geometry, with ωB97M-V/def2-TZVPD.

Last column: Mulliken charge in e.
Positions of all 11 atoms, in Å:
C -0.249 1.244 -0.360  0.15
C 0.119 -1.076 0.143  -0.08
H 1.657 1.445 1.054  0.28
H 2.358 0.901 -0.199  0.29
H -1.340 1.148 -0.459  0.30
H 1.175 2.576 -0.253  0.23
H 1.101 -1.603 0.190  0.31
N 1.850 0.535 0.531  -0.82
N 0.539 0.240 0.046  0.28
N 0.181 2.453 -0.536  -0.66
S -1.385 -1.754 0.043  -0.28

Total charge: 0
ΔE to the lowest compared entry with this formula, charge and spin in kJ/mol: 257.6
E_tot in hartree: -641.58593
Kohn-Sham gap in eV: 8.81
SMILES: [H]/N=C\N(N)C=S


No. 10
Computed, not measured: an isolated molecule of C2H5N3S in a non-equilibrium geometry, with ωB97M-V/def2-TZVPD.

Last column: Mulliken charge in e.
Positions of all 11 atoms, in Å:
C 0.428 0.853 0.001  0.13
C -1.277 -1.014 0.148  0.21
H 2.420 -0.748 -0.176  0.18
H -0.478 1.459 -0.097  0.17
H 1.801 2.215 0.035  0.24
H -1.316 -2.068 0.479  0.31
H -2.317 0.598 -0.382  0.23
N 0.052 -0.534 -0.060  -0.07
N 1.619 1.225 0.110  -0.59
N -2.374 -0.343 -0.036  -0.62
S 1.441 -1.642 -0.022  -0.19

Total charge: 0
ΔE to the lowest compared entry with this formula, charge and spin in kJ/mol: 205.6
E_tot in hartree: -641.60573
Kohn-Sham gap in eV: 9.39
SMILES: [H]/N=C\N(S)/C=N/[H]


- Which value of ΔE to the lowest compared entry with this formula, charge and spin does entry 6 give?
  303.3 kJ/mol